No. 1
Computed, not measured: 3 unconnected molecules or ions with the total composition C4H11NO2 at a distorted geometry, with ωB97M-V/def2-TZVPD.

Values from the calculation:
E_tot (a.u.): -364.17251
E_LUMO (eV): 0.82
SMILES: C=N/C=C/C.O.O
E_HOMO (hartree): -0.3332
Relative energy (zero: lowest compared OMol25 entry of this formula, charge and spin) (kcal per mole): 60.0
Frontier orbital gap (Ha): 0.363

Geometry (Å):
O1 -0.158 -3.796 -1.285
O2 -3.435 4.321 2.551
N1 0.661 -0.292 1.445
C1 -0.425 -0.552 2.013
C2 1.865 0.144 -2.130
C3 1.657 0.374 -0.654
C4 0.662 -0.178 0.026
H1 -0.459 -0.574 3.093
H2 -4.232 4.753 2.852
H3 -1.330 -0.912 1.497
H4 2.436 0.836 -0.060
H5 -3.233 4.377 1.619
H6 2.869 -0.265 -2.245
H7 -0.294 -4.412 -2.006
H8 -0.170 -0.786 -0.360
H9 0.748 -3.497 -1.170
H10 1.693 1.051 -2.720
H11 1.144 -0.594 -2.467



No. 2
Computed, not measured: a single C10H10O molecule at a distorted geometry, with ωB97M-V/def2-TZVPD.

Values from the calculation:
E_tot (a.u.): -462.17005
E_LUMO (eV): 0.83
SMILES: C[C@H]1c2ccccc2[C@H]2O[C@H]21
E_HOMO (hartree): -0.2950
Relative energy (zero: lowest compared OMol25 entry of this formula, charge and spin) (kcal per mole): 87.2
Frontier orbital gap (Ha): 0.326

Geometry (Å):
O1 2.315 -0.940 -0.495
C1 2.355 0.296 0.265
C2 1.069 0.580 0.922
C3 0.222 -0.158 -1.342
C4 1.748 -0.127 -1.430
C5 -0.066 0.268 0.111
C6 0.766 0.967 2.202
C7 -0.586 -1.522 -1.550
C8 -1.384 0.265 0.500
C9 -1.593 0.644 1.845
C10 -0.532 1.093 2.595
H1 3.241 0.819 0.518
H2 -1.669 -1.333 -1.351
H3 -0.364 -2.423 -0.902
H4 1.492 1.294 2.995
H5 -0.606 -1.831 -2.621
H6 2.351 0.326 -2.188
H7 -0.736 1.453 3.592
H8 -2.593 0.581 2.198
H9 -0.180 0.720 -2.045
H10 -2.068 0.036 -0.260



No. 3
Computed, not measured: 8 unconnected molecules or ions with the total composition C30H46FNO22 at a distorted geometry, with ωB97M-V/def2-TZVPD.

Values from the calculation:
E_tot (a.u.): -2980.45471
E_LUMO (eV): -0.22
SMILES: CC1(C)CCCC(C)(C)N1O.O=C1OC[C@@H](F)O1.O=C1OCCO1.O=C1OCCO1.O=C1OCCO1.O=C1OCCO1.O=C1OCCO1.O=C1OCCO1
E_HOMO (hartree): -0.3091
Frontier orbital gap (Ha): 0.301

Geometry (Å):
F1 3.206 -30.578 -29.760
O1 3.492 -36.693 -19.883
O2 10.010 -36.356 -28.616
O3 -2.234 -32.010 -32.023
O4 1.894 -27.932 -24.190
O5 5.459 -36.276 -20.673
O6 -3.300 -37.361 -26.309
O7 2.950 -29.642 -23.189
O8 -3.810 -39.290 -27.142
O9 12.166 -31.984 -23.343
O10 3.863 -36.973 -22.066
O11 -4.247 -32.769 -31.479
O12 -1.809 -38.794 -26.076
O13 7.476 -28.010 -31.711
O14 0.846 -29.382 -22.730
O15 -3.983 -31.344 -33.187
O16 7.837 -36.548 -28.331
O17 2.597 -31.719 -27.951
O18 2.585 -33.411 -26.636
O19 7.220 -29.529 -33.354
O20 9.051 -29.588 -32.036
O21 8.722 -35.904 -30.326
O22 4.410 -32.935 -27.850
N1 11.384 -30.982 -22.775
C1 9.067 -29.946 -22.648
C2 -1.819 -31.370 -33.240
C3 7.895 -28.948 -32.258
C4 -3.041 -38.596 -26.514
C5 -3.532 -32.129 -32.176
C6 3.563 -30.875 -28.531
C7 -2.968 -30.566 -33.724
C8 8.831 -36.220 -29.141
C9 8.885 -30.556 -21.266
C10 1.266 -30.471 -21.880
C11 10.253 -30.460 -20.545
C12 8.468 -37.037 -27.151
C13 3.157 -32.731 -27.416
C14 5.574 -36.210 -19.236
C15 4.823 -31.725 -28.642
C16 10.087 -30.755 -23.458
C17 4.278 -36.792 -20.939
C18 -2.177 -36.681 -25.855
C19 9.254 -30.645 -32.952
C20 -1.199 -37.731 -25.457
C21 11.380 -31.318 -21.233
C22 2.706 -30.760 -22.285
C23 7.836 -30.813 -33.592
C24 9.372 -32.011 -24.080
C25 9.950 -36.860 -27.256
C26 4.193 -36.251 -18.772
C27 12.767 -30.841 -20.659
C28 1.869 -28.865 -23.373
C29 10.553 -29.894 -24.594
C30 11.160 -32.869 -20.906
H1 5.684 -31.429 -28.042
H2 -1.513 -32.039 -34.044
H3 9.130 -28.889 -22.389
H4 1.261 -30.284 -20.806
H5 7.879 -31.174 -34.620
H6 -2.492 -36.062 -25.015
H7 13.650 -31.372 -21.015
H8 -0.890 -30.803 -33.176
H9 0.613 -31.287 -22.189
H10 11.847 -33.526 -21.438
H11 8.167 -38.073 -26.993
H12 9.787 -32.327 -25.037
H13 9.529 -32.878 -23.438
H14 13.075 -31.846 -23.067
H15 10.994 -28.915 -24.408
H16 7.321 -31.582 -33.016
H17 4.987 -31.944 -29.697
H18 8.322 -31.780 -24.260
H19 -2.810 -30.555 -34.802
H20 10.198 -33.242 -21.258
H21 2.729 -31.766 -22.705
H22 8.112 -29.916 -23.173
H23 3.266 -30.608 -21.362
H24 4.157 -36.880 -17.882
H25 10.014 -30.396 -33.692
H26 10.659 -29.466 -20.354
H27 11.357 -30.446 -25.080
H28 12.741 -30.894 -19.570
H29 3.789 -29.935 -28.029
H30 -2.985 -29.513 -33.445
H31 3.843 -35.287 -18.405
H32 -1.949 -35.846 -26.519
H33 10.196 -36.105 -26.510
H34 9.722 -29.829 -25.297
H35 12.984 -29.830 -21.004
H36 9.650 -31.457 -32.342
H37 -0.206 -37.473 -25.823
H38 6.006 -35.295 -18.831
H39 6.171 -37.060 -18.905
H40 11.203 -33.024 -19.828
H41 7.973 -36.483 -26.353
H42 8.139 -29.936 -20.769
H43 10.480 -37.813 -27.249
H44 8.529 -31.557 -21.508
H45 10.065 -30.806 -19.529
H46 -1.245 -37.869 -24.376



No. 4
Computed, not measured: 2 unconnected molecules or ions with the total composition C33H65N3O9PS at a distorted geometry, with ωB97M-V/def2-TZVPD.

Values from the calculation:
Charge: +1
E_tot (a.u.): -2876.95613
E_LUMO (eV): -3.44
E_HOMO (hartree): -0.3602
Frontier orbital gap (Ha): 0.234

Geometry (Å):
S1 6.729 -1.975 -0.039
P1 -3.408 3.196 4.757
O1 -4.283 3.275 3.583
O2 5.796 -3.179 -5.759
O3 0.418 -2.752 -1.863
O4 -2.786 -1.723 -1.315
O5 -4.755 -0.882 0.266
O6 -2.100 4.102 4.600
O7 -2.751 1.737 4.834
O8 -3.744 3.261 6.295
O9 5.117 -3.862 -3.850
N1 5.128 -2.516 -0.616
N2 5.050 -3.918 -5.299
N3 3.425 -1.112 -5.388
C1 2.711 -3.303 -1.580
C2 -3.994 -2.460 -1.342
C3 3.865 -4.359 -1.827
C4 -3.065 0.744 3.859
C5 -5.439 1.275 1.172
C6 -5.388 5.053 6.629
C7 -1.839 -2.053 -2.294
C8 3.103 -1.781 -1.789
C9 1.795 2.569 0.683
C10 2.581 -1.111 -3.068
C11 2.442 -1.043 -0.590
C12 0.484 3.727 -3.586
C13 2.939 -1.735 -4.395
C14 1.727 1.036 0.618
C15 5.180 -3.926 -1.127
C16 -2.714 6.483 4.428
C17 4.136 -4.741 -3.291
C18 0.209 2.843 -1.251
C19 -2.094 5.271 3.769
C20 -2.088 0.782 2.703
C21 -5.823 -0.185 0.892
C22 2.792 -6.671 -1.622
C23 -5.132 -1.558 -0.912
C24 1.498 3.316 -0.617
C25 -0.935 -3.214 -1.854
C26 1.394 -3.691 -2.247
C27 2.113 0.481 2.015
C28 3.415 -5.628 -1.087
C29 -4.033 4.482 6.994
C30 0.056 2.678 -2.582
C31 2.611 0.473 -0.500
C32 -0.586 1.426 -3.134
C33 4.607 -1.612 -1.684
H1 -5.504 5.150 5.548
H2 -3.751 6.294 4.707
H3 -5.676 1.543 2.201
H4 2.309 3.207 -1.339
H5 2.815 2.828 0.992
H6 -6.183 4.396 6.980
H7 -1.198 -3.413 -0.810
H8 1.105 -4.672 -1.858
H9 3.013 -0.106 -3.105
H10 -0.621 2.622 -0.581
H11 3.571 -0.123 -5.173
H12 6.490 -2.179 1.266
H13 2.761 -7.643 -1.148
H14 -2.297 -2.258 -3.270
H15 2.739 -2.792 -4.574
H16 3.072 -0.042 1.936
H17 2.286 -6.587 -2.579
H18 1.366 -0.250 2.319
H19 4.560 -5.747 -3.302
H20 -2.435 0.146 1.885
H21 -5.372 -0.842 -1.707
H22 -2.696 7.332 3.743
H23 -1.526 1.587 -3.672
H24 5.360 -4.556 -0.258
H25 -6.003 -2.193 -0.709
H26 5.140 -1.859 -2.605
H27 3.654 -5.673 -0.026
H28 -4.089 0.861 3.505
H29 2.831 -1.456 0.353
H30 0.150 0.981 -3.809
H31 3.245 -4.778 -3.914
H32 -6.010 1.948 0.533
H33 1.568 3.885 -3.580
H34 2.510 -3.399 -0.506
H35 -4.210 -2.842 -2.345
H36 -5.523 6.032 7.089
H37 -2.165 6.765 5.328
H38 3.644 0.797 -0.323
H39 2.280 0.972 -1.414
H40 4.903 -0.597 -1.428
H41 -1.103 0.432 3.020
H42 6.055 -4.020 -1.765
H43 0.699 0.724 0.416
H44 2.250 1.282 2.736
H45 -1.066 -4.117 -2.453
H46 -4.018 4.218 8.051
H47 1.501 -0.968 -3.007
H48 -3.007 -0.217 4.372
H49 0.201 3.405 -4.589
H50 -1.966 1.798 2.324
H51 -6.719 -0.205 0.265
H52 -4.374 1.416 1.000
H53 4.514 -2.509 0.199
H54 1.441 -3.791 -3.336
H55 -3.224 5.198 6.843
H56 -3.921 -3.305 -0.647
H57 -0.013 4.666 -3.360
H58 1.376 -1.261 -0.592
H59 -2.586 5.059 2.818
H60 -6.089 -0.687 1.827
H61 -1.199 -1.181 -2.421
H62 1.128 2.899 1.482
H63 -0.788 0.745 -2.309
H64 -1.044 5.471 3.554
H65 1.475 4.388 -0.372